The following is a quantum chemistry calculation of 13 unconnected molecules or ions with the total composition C32H93N3O13, from OMol25.

```
141
Properties=species:S:1:pos:R:3:forces:R:3
C 0.495047 5.882607 5.626394 -0.60 0.36 -0.80
C 1.756253 6.667607 5.901339 -2.07 0.65 -0.09
O 2.589873 5.771802 6.535679 1.66 -0.27 0.89
H -0.320888 6.488615 5.232554 0.10 0.23 -0.25
H 0.086094 5.449087 6.539037 0.38 -0.24 -0.02
H 0.735881 5.132689 4.872929 -0.23 -0.32 0.22
H 1.487289 7.489610 6.564716 0.12 0.25 0.14
H 2.171014 7.128379 5.004816 0.23 -0.23 -0.21
H 2.919990 6.250739 7.299387 0.43 -0.43 0.10
C 7.264346 -7.942853 1.105840 -0.48 -0.01 0.45
C 6.564157 -7.876829 -0.227315 -0.54 0.63 0.82
O 7.443782 -7.232067 -1.102165 0.52 0.05 -1.03
H 7.581030 -6.933406 1.368162 0.65 -0.07 -0.35
H 8.066112 -8.680657 1.075430 0.16 0.31 0.22
H 6.595024 -8.142268 1.942702 -0.23 -0.63 -0.19
H 5.704453 -7.212589 -0.139015 -0.51 -0.22 0.24
H 6.227325 -8.832350 -0.629339 0.08 -0.27 0.17
H 6.927643 -7.106407 -1.901804 0.35 0.21 -0.33
C -5.744574 -5.703800 0.767690 -0.03 -0.51 0.38
C -5.872011 -4.313065 1.375854 0.49 -1.43 -0.38
O -5.567903 -3.419425 0.330107 -0.24 0.97 0.25
H -4.692715 -5.966392 0.654819 0.12 0.03 -0.08
H -6.192213 -5.728709 -0.225837 -0.18 0.00 0.13
H -6.182257 -6.476170 1.400145 -0.12 -0.08 -0.02
H -5.126492 -4.240815 2.167741 -0.14 0.26 0.35
H -6.864691 -4.180113 1.805977 0.02 0.53 -0.35
H -4.628703 -3.548431 0.178864 0.11 0.24 -0.29
C -0.061496 -8.822885 -1.529468 0.69 -0.58 1.08
C -0.353654 -9.098680 -0.017518 0.54 0.27 -1.11
O -0.166371 -7.891459 0.698022 -0.27 0.63 -0.19
H -0.028510 -9.776190 -2.056931 -0.55 -0.05 -0.12
H 0.968681 -8.482769 -1.635081 -0.02 0.40 0.17
H -0.722153 -8.104945 -2.015475 -0.12 -0.18 0.23
H 0.362899 -9.822565 0.370592 0.02 -0.32 -0.23
H -1.354076 -9.521113 0.076423 -0.21 0.15 0.22
H -0.148210 -8.018942 1.649352 -0.09 -0.32 -0.05
C 0.485583 -2.762388 -7.542100 -0.91 -1.10 0.87
C 0.375207 -3.346230 -6.084421 0.48 1.24 -1.90
O 1.553780 -2.905279 -5.447086 0.57 -0.61 1.00
H -0.449464 -2.964455 -8.064551 -0.11 0.28 -0.21
H 1.265720 -3.285020 -8.095591 0.17 0.20 0.16
H 0.687949 -1.692918 -7.483874 -0.06 -0.09 -0.13
H 0.358506 -4.435605 -6.117549 0.17 0.04 0.16
H -0.542482 -3.004225 -5.605901 0.03 0.09 0.17
H 1.459451 -2.056020 -5.009506 -0.35 -0.03 -0.09
C -1.468013 4.632635 -9.354140 -0.22 -0.05 -1.28
C -0.352073 4.970287 -10.378434 -0.27 -0.04 1.46
O 0.068586 6.260790 -9.986375 -0.02 0.91 -0.08
H -2.381312 5.177408 -9.593355 0.12 0.41 -0.13
H -1.203006 4.926570 -8.338528 0.26 -0.43 -0.11
H -1.797133 3.600758 -9.476623 0.37 -0.24 0.46
H -0.713105 4.923610 -11.405845 -0.10 0.09 -0.08
H 0.508127 4.309319 -10.272232 -0.13 -0.44 -0.05
H 0.870336 6.548398 -10.429169 -0.01 -0.22 -0.20
C 6.652359 3.042546 1.233579 -1.77 0.19 0.82
C 5.888389 3.744270 2.359301 1.87 0.72 1.42
O 5.571949 2.807248 3.419031 -0.21 0.46 -1.05
H 7.278031 3.741140 0.678066 -0.29 -0.11 -0.14
H 5.781219 2.671164 0.693851 0.84 -0.69 -0.98
H 7.262855 2.254934 1.675223 -0.13 -0.04 -0.20
H 5.053885 4.382123 2.068033 -0.47 -0.61 -0.42
H 6.578063 4.475894 2.780230 0.23 0.20 0.34
H 5.109743 3.327225 4.080540 -0.10 -0.13 0.22
C 6.017091 6.509522 -4.760407 0.19 0.23 -0.17
C 6.326377 7.636146 -3.776820 0.12 -0.54 0.21
O 5.214424 8.486682 -3.606105 -0.36 0.18 -0.21
H 6.882544 5.848268 -4.803409 0.01 -0.07 0.00
H 5.829895 6.860331 -5.775290 0.13 0.30 0.03
H 5.144189 5.904941 -4.514196 0.03 0.15 0.46
H 7.210009 8.208835 -4.058448 0.06 0.05 -0.55
H 6.607300 7.216261 -2.810956 -0.10 -0.36 0.22
H 5.499159 9.240443 -3.084224 -0.09 0.06 0.03
C 4.770687 -4.333262 6.340664 -0.14 0.20 0.28
C 3.772176 -3.663074 7.274449 1.04 0.94 -1.15
O 3.240550 -4.525898 8.202356 -0.68 -1.18 0.83
H 4.341406 -4.967833 5.565332 -0.11 -0.15 0.25
H 5.472285 -4.880970 6.969832 0.07 -0.21 -0.24
H 5.316160 -3.532896 5.840690 0.10 -0.05 -0.08
H 2.987217 -3.171060 6.700119 -0.11 0.18 -0.15
H 4.361975 -2.907200 7.792990 -0.08 0.47 0.06
H 2.652875 -4.003497 8.753101 -0.12 -0.20 0.20
C -1.500796 7.352586 -0.240876 0.23 0.25 0.33
C -0.481698 8.116991 -1.070879 -0.82 -0.31 -0.15
O -1.100105 9.386520 -1.363053 0.56 -0.46 -0.27
H -2.427169 7.169040 -0.785160 0.10 0.17 -0.16
H -1.726155 8.012821 0.596640 -0.21 -0.27 0.23
H -1.148778 6.387473 0.123424 0.22 0.08 0.07
H -0.263663 7.545101 -1.972824 0.02 0.19 -0.29
H 0.469830 8.257010 -0.557963 -0.05 0.11 0.23
H -0.932089 9.562099 -2.291790 -0.03 0.25 0.01
C 1.741067 -1.458878 0.412509 0.29 0.23 0.26
C 0.272643 -1.090684 0.182370 0.96 -0.07 -1.10
C 0.178594 0.172349 -0.694219 -0.02 0.50 0.88
O 0.917865 0.117413 -1.889565 0.15 -1.36 -0.35
C 0.891089 1.288541 -2.629148 0.17 0.94 -0.77
N -0.404883 -2.185099 -0.514112 -0.34 0.12 0.29
H 1.874479 -2.347449 1.029559 -0.32 -0.20 -0.08
H 2.305247 -0.689774 0.940031 -0.01 0.30 -0.13
H 2.211186 -1.638761 -0.554300 0.11 0.02 0.05
H -0.199233 -0.874543 1.140865 -0.28 0.03 -0.11
H 0.595873 0.989048 -0.105167 -0.10 0.35 0.26
H -0.865688 0.394927 -0.913383 -0.21 -0.02 -0.01
H 1.452723 2.091212 -2.151246 -0.12 0.22 0.39
H -0.099670 1.646964 -2.908468 -0.47 -0.02 0.55
H 1.357264 1.194712 -3.609948 0.35 -0.75 0.12
H -0.229221 -3.038278 -0.002915 -0.11 -0.25 0.10
H 0.088289 -2.305009 -1.387319 -0.03 -0.07 -0.35
C -2.610294 -2.877037 11.435688 -0.48 0.22 -0.57
C -2.150459 -1.839789 10.375295 -1.23 0.50 0.31
C -3.083505 -0.542367 10.367950 1.07 -0.67 -0.91
O -2.592687 0.502582 9.489204 -0.42 -0.06 0.27
C -2.493040 0.172793 8.109265 0.05 -0.58 0.23
N -0.756844 -1.513918 10.553840 0.37 0.42 0.40
H -2.600483 -2.543666 12.473403 0.42 0.34 -0.03
H -2.053592 -3.811022 11.359199 0.24 0.20 -0.02
H -3.652293 -3.147928 11.265474 -0.15 0.04 -0.21
H -2.254485 -2.309392 9.397162 -0.05 -0.08 -0.09
H -3.122786 -0.095560 11.361396 0.07 0.04 -0.02
H -4.089960 -0.826456 10.060645 -0.20 -0.05 -0.02
H -2.567355 1.012452 7.418209 0.12 0.58 0.68
H -3.296819 -0.480293 7.769403 -0.05 -0.42 0.23
H -1.520792 -0.292911 7.948118 -0.02 -0.27 -0.35
H -0.715380 -0.961311 11.398238 0.27 -0.15 0.68
H -0.475653 -0.805173 9.891493 -0.01 -0.05 -0.60
C -5.943182 0.134006 -5.671384 -0.28 1.33 -0.41
C -7.409641 0.419268 -5.287238 1.51 -0.69 0.13
C -8.336873 0.901822 -6.410609 0.45 -0.75 1.35
O -7.872570 2.100464 -6.918748 0.29 0.74 -0.30
C -8.669943 2.493659 -8.015542 1.00 0.20 -0.17
N -7.838748 -0.842208 -4.739355 -1.63 -0.56 0.21
H -5.530610 1.099098 -5.965460 0.50 -0.21 -0.26
H -5.839636 -0.606121 -6.464858 -0.32 0.18 -0.23
H -5.353771 -0.269725 -4.848160 -0.22 0.23 0.30
H -7.462047 1.135121 -4.466918 0.37 0.73 -0.26
H -9.303506 1.089595 -5.943218 -0.52 -0.26 -0.01
H -8.443877 0.124106 -7.166791 0.03 -0.13 -0.25
H -8.293752 3.448838 -8.381905 -0.12 0.10 0.22
H -9.719672 2.580042 -7.734983 -0.15 -0.13 -0.16
H -8.469803 1.774953 -8.810216 -0.63 -0.15 -0.29
H -8.702254 -0.626796 -4.261805 -0.56 -0.54 0.15
H -7.220134 -1.108619 -3.986729 0.26 -0.09 -0.03
```
Positions in Å, forces in eV/Å.

Relative energy (zero: lowest compared OMol25 entry of this formula, charge and spin) = 403.1 kJ/mol
Orbital gap = 9.53 eV
Net charge = 0
HOMO = -9.31 eV

Löwdin population analysis, charges in e, atoms 1 to 99: C -0.095; C -0.367; O -0.065; H 0.070; H 0.077; H 0.074; H 0.109; H 0.109; H 0.088; C -0.090; C -0.356; O -0.078; H 0.078; H 0.077; H 0.070; H 0.107; H 0.110; H 0.082; C -0.101; C -0.329; O -0.080; H 0.067; H 0.076; H 0.068; H 0.105; H 0.111; H 0.082; C -0.080; C -0.313; O -0.090; H 0.065; H 0.065; H 0.070; H 0.103; H 0.100; H 0.079; C -0.085; C -0.301; O -0.093; H 0.060; H 0.066; H 0.066; H 0.105; H 0.103; H 0.078; C -0.084; C -0.312; O -0.096; H 0.066; H 0.073; H 0.067; H 0.104; H 0.102; H 0.080; C -0.078; C -0.327; O -0.086; H 0.073; H 0.070; H 0.077; H 0.105; H 0.093; H 0.072; C -0.086; C -0.338; O -0.077; H 0.071; H 0.070; H 0.072; H 0.106; H 0.101; H 0.080; C -0.085; C -0.376; O -0.060; H 0.070; H 0.076; H 0.072; H 0.109; H 0.106; H 0.088; C -0.098; C -0.313; O -0.087; H 0.074; H 0.072; H 0.069; H 0.105; H 0.104; H 0.075; C -0.071; C -0.417; C -0.214; O -0.185; C -0.135; N 0.035; H 0.072; H 0.075; H 0.077